Computed, not measured: a structure of composition C53H39N4O2SZn, with the ωB97M-V functional and the def2-TZVPD basis.

Calculated values
Net charge: -1

Geometry (Å):
Zn 0.291 -1.293 0.138
C 5.670 -0.154 5.605
C 5.330 0.973 4.868
C 4.362 0.890 3.877
C 3.721 -0.317 3.605
C 4.071 -1.441 4.349
C 5.037 -1.361 5.342
C 2.674 -0.412 2.545
C 1.344 -0.474 2.967
C 0.931 -0.396 4.353
C -0.419 -0.452 4.360
C -0.837 -0.558 2.976
C -2.174 -0.643 2.568
C -3.226 -0.616 3.628
C -3.959 -1.762 3.928
C -4.947 -1.737 4.902
C -5.218 -0.563 5.593
C -4.493 0.584 5.303
C -3.506 0.556 4.327
C -2.610 -0.720 1.241
N -1.810 -0.749 0.149
C -2.622 -0.712 -0.938
C -2.204 -0.642 -2.268
C -3.267 -0.609 -3.315
C -3.535 0.564 -4.017
C -4.530 0.599 -4.984
C -5.272 -0.541 -5.262
C -5.012 -1.715 -4.569
C -4.015 -1.748 -3.603
C -0.872 -0.557 -2.696
C -0.472 -0.439 -4.082
C 0.878 -0.356 -4.088
C 1.304 -0.431 -2.708
N 0.222 -0.564 -1.895
C 2.636 -0.345 -2.293
C 3.082 -0.371 -0.968
C 4.452 -0.131 -0.565
C 4.467 -0.160 0.788
C 3.102 -0.400 1.209
N 2.302 -0.544 0.129
C 3.664 -0.106 -3.351
C 3.743 1.149 -3.956
C 4.695 1.390 -4.937
C 5.576 0.387 -5.322
C 5.502 -0.861 -4.720
C 4.550 -1.105 -3.738
C -4.009 -0.674 -0.517
C -4.002 -0.683 0.835
N 0.250 -0.568 2.163
H 6.425 -0.091 6.379
H 5.817 1.920 5.068
H 4.091 1.768 3.303
H 3.576 -2.381 4.137
H 5.298 -2.245 5.910
H 1.592 -0.306 5.201
H -1.075 -0.427 5.215
H -3.742 -2.676 3.389
H -5.505 -2.638 5.125
H -5.988 -0.544 6.354
H -4.698 1.505 5.834
H -2.939 1.451 4.098
H -2.954 1.450 -3.788
H -4.727 1.519 -5.520
H -6.048 -0.516 -6.017
H -5.584 -2.610 -4.782
H -3.806 -2.662 -3.060
H -1.138 -0.421 -4.929
H 1.530 -0.252 -4.940
H 5.280 0.049 -1.232
H 5.313 -0.021 1.441
H 3.054 1.921 -3.632
H 4.752 2.368 -5.399
H 6.317 0.578 -6.089
H 6.184 -1.648 -5.016
H 4.488 -2.078 -3.265
H -4.862 -0.620 -1.174
H -4.851 -0.640 1.500
C 1.528 3.573 0.478
S 1.015 2.386 -0.783
O 1.478 2.959 -2.083
C -0.737 2.738 -0.659
C -1.436 2.309 0.463
C -2.798 2.555 0.542
C -3.450 3.200 -0.503
C -2.742 3.605 -1.626
C -1.375 3.371 -1.711
H 1.230 4.575 0.171
H 2.613 3.495 0.549
H 1.074 3.299 1.431
H -0.927 1.755 1.247
H -3.356 2.209 1.403
H -4.518 3.368 -0.448
H -3.257 4.094 -2.444
H -0.791 3.659 -2.577
C -0.233 -4.055 -1.153
C 0.362 -3.360 0.077
O 0.831 -4.082 0.951
H -0.178 -5.145 -1.073
H 0.301 -3.711 -2.047
H -1.274 -3.732 -1.274

***

Computed, not measured: a structure of composition C75H172F6N6O22Y in a non-equilibrium geometry, with the ωB97M-V functional and the def2-TZVPD basis.

Calculated values
Net charge: -3

Geometry (Å):
Y 1.384 2.845 -3.412
C -2.561 5.076 -3.838
C -1.726 3.935 -4.368
O -0.315 4.129 -4.440
H -2.648 5.786 -4.661
H -2.040 5.469 -2.965
H -3.560 4.695 -3.628
H -2.197 3.734 -5.330
H -2.035 3.040 -3.829
C 4.177 4.320 -0.167
C 4.738 5.014 -1.336
O 5.213 4.464 -2.546
H 3.271 3.716 -0.196
H 3.849 5.057 0.567
H 4.982 3.761 0.311
H 5.642 5.534 -1.019
H 4.004 5.714 -1.735
O 3.326 1.897 -2.559
H 3.242 1.373 -1.739
O 3.079 3.373 -4.788
H 2.929 3.957 -5.557
C -0.600 0.208 -1.246
O -0.060 0.370 0.088
O 0.022 1.111 -2.161
C -0.838 -1.282 -1.668
F 0.243 -1.988 -1.746
F -1.574 -1.955 -0.794
F -1.650 -1.267 -2.836
C 1.182 -0.257 0.439
C 1.817 0.582 1.587
H 1.449 0.391 2.595
H 2.906 0.535 1.569
H 1.724 1.635 1.325
H 2.024 -0.308 -0.251
H 0.869 -1.272 0.681
H -1.538 0.693 -0.975
C 4.431 -0.365 -5.600
O 3.965 -0.795 -4.299
O 5.411 0.612 -5.306
C 4.686 -1.522 -6.630
F 3.721 -2.365 -6.567
F 4.768 -0.958 -7.876
F 5.780 -2.295 -6.524
C 4.529 -1.861 -3.530
C 3.987 -1.516 -2.073
H 3.071 -0.934 -2.171
H 3.720 -2.422 -1.528
H 4.634 -0.927 -1.423
H 5.614 -1.965 -3.538
H 4.072 -2.786 -3.881
H 3.569 0.202 -5.952
O 1.096 1.297 -5.264
H 0.289 0.925 -5.621
H 1.755 1.133 -5.939
O 5.928 1.270 -2.022
H 6.845 1.271 -1.746
H 5.439 1.499 -1.232
O 3.039 3.486 6.181
H 3.493 4.251 6.534
H 2.616 3.805 5.383
O 7.525 1.540 0.227
H 7.641 0.684 0.638
H 8.193 2.093 0.633
O 0.973 3.964 -1.412
H 0.897 4.893 -1.193
H 0.532 3.512 -0.693
C 2.837 -5.244 0.739
C 2.289 -6.536 1.134
C 1.638 -6.530 2.602
C 0.108 -5.975 2.521
C -0.717 -6.598 1.443
C -0.037 -6.703 0.050
N 1.363 -7.178 0.185
O 1.935 -7.411 -1.035
C -0.915 -7.769 -0.629
C -0.179 -5.435 -0.789
C 3.437 -7.516 1.273
H 3.328 -5.272 -0.234
H 3.685 -5.066 1.399
H 2.226 -4.341 0.742
H 1.614 -7.510 3.077
H 2.222 -5.867 3.241
H 0.115 -4.892 2.402
H -0.319 -6.299 3.470
H -1.587 -5.961 1.285
H -0.941 -7.609 1.783
H -1.922 -7.415 -0.847
H -0.539 -7.943 -1.637
H -1.031 -8.717 -0.103
H 0.298 -4.577 -0.314
H 0.109 -5.787 -1.780
H -1.245 -5.315 -0.983
H 3.999 -7.638 0.347
H 3.127 -8.512 1.588
H 4.184 -7.263 2.026
H 1.816 -6.595 -1.526
C -1.705 -0.952 3.112
C -2.914 -0.555 3.967
C -3.630 0.722 3.375
C -4.340 0.229 2.100
C -5.436 -0.721 2.436
C -5.076 -1.970 3.368
N -3.987 -1.649 4.275
O -3.489 -2.774 4.979
C -6.307 -2.378 4.190
C -4.614 -2.998 2.308
C -2.443 -0.066 5.309
H -0.886 -0.297 3.411
H -1.677 -0.908 2.023
H -1.368 -1.959 3.358
H -4.309 1.120 4.129
H -2.868 1.474 3.172
H -3.670 -0.214 1.363
H -4.668 1.079 1.502
H -5.950 -1.084 1.546
H -6.212 -0.175 2.973
H -7.258 -2.371 3.657
H -6.164 -3.387 4.576
H -6.346 -1.642 4.993
H -3.781 -2.515 1.797
H -4.280 -4.000 2.577
H -5.319 -3.094 1.483
H -3.270 0.133 5.992
H -1.905 0.867 5.138
H -1.797 -0.656 5.959
H -3.828 -2.569 5.853
C 2.700 6.989 5.820
C 1.588 6.726 4.801
C 2.300 6.826 3.391
C 1.615 6.216 2.184
C 1.164 4.775 2.397
C 0.341 4.656 3.759
N 1.061 5.294 4.880
O 0.373 5.066 6.093
C -1.092 5.180 3.350
C 0.401 3.110 3.963
C 0.524 7.798 4.888
H 3.076 8.012 5.800
H 3.471 6.305 5.465
H 2.298 6.820 6.819
H 2.298 7.836 2.982
H 3.332 6.474 3.409
H 2.220 6.246 1.278
H 0.763 6.847 1.929
H 1.971 4.053 2.270
H 0.573 4.525 1.516
H -1.708 4.408 2.889
H -1.633 5.503 4.240
H -1.243 6.118 2.816
H -0.288 2.720 4.712
H 0.171 2.487 3.098
H 1.444 2.904 4.201
H -0.039 7.735 5.819
H -0.153 7.727 4.037
H 0.954 8.796 4.794
H 1.029 4.626 6.639
C -7.018 3.212 -2.868
C -7.099 2.403 -4.197
C -5.686 2.294 -4.885
C -4.759 1.406 -3.988
C -5.447 0.061 -3.678
C -6.844 0.025 -3.187
N -7.582 1.004 -3.969
O -8.877 1.092 -3.674
C -7.279 -1.359 -3.370
C -6.858 0.355 -1.647
C -7.944 3.193 -5.285
H -6.663 4.236 -2.984
H -6.323 2.797 -2.139
H -8.009 3.222 -2.412
H -5.827 1.820 -5.857
H -5.274 3.281 -5.098
H -4.668 1.933 -3.038
H -3.709 1.495 -4.268
H -4.901 -0.496 -2.917
H -5.028 -0.615 -4.424
H -6.637 -2.078 -2.861
H -8.327 -1.552 -3.139
H -7.354 -1.694 -4.404
H -7.812 0.825 -1.407
H -6.643 -0.506 -1.014
H -6.084 1.055 -1.332
H -8.891 3.637 -4.977
H -7.975 2.618 -6.210
H -7.436 4.144 -5.447
H -9.146 0.515 -4.394
C -1.235 -4.206 -5.984
C -2.013 -4.370 -7.306
C -1.100 -4.061 -8.469
C -0.016 -5.012 -8.746
C -0.654 -6.422 -9.095
C -1.648 -6.880 -7.969
N -2.457 -5.805 -7.459
O -3.493 -6.198 -6.548
C -2.597 -7.958 -8.502
C -0.806 -7.450 -6.873
C -3.298 -3.434 -7.389
H -0.171 -4.415 -6.098
H -1.657 -4.928 -5.285
H -1.448 -3.230 -5.548
H -1.571 -4.029 -9.451
H -0.759 -3.026 -8.451
H 0.632 -5.342 -7.933
H 0.717 -4.697 -9.488
H 0.203 -7.090 -9.186
H -1.094 -6.495 -10.089
H -3.156 -8.518 -7.753
H -3.235 -7.768 -9.365
H -1.827 -8.595 -8.937
H 0.037 -6.925 -6.423
H -1.324 -7.510 -5.916
H -0.421 -8.449 -7.079
H -3.867 -3.487 -6.461
H -3.821 -3.825 -8.261
H -3.144 -2.355 -7.422
H -4.303 -6.318 -7.049
C 7.257 3.824 8.661
C 7.026 4.328 7.217
C 8.239 5.225 6.861
C 8.363 5.322 5.359
C 8.474 3.864 4.794
C 7.111 3.106 4.940
N 6.857 3.169 6.412
O 5.872 2.222 6.846
C 6.160 3.816 3.986
C 7.288 1.731 4.307
C 5.731 5.183 7.258
H 7.531 4.624 9.348
H 8.049 3.077 8.721
H 6.367 3.417 9.140
H 8.021 6.268 7.092
H 9.138 4.863 7.360
H 9.229 5.983 5.376
H 7.485 5.828 4.957
H 9.287 3.359 5.315
H 8.831 3.642 3.789
H 5.306 3.146 3.888
H 5.859 4.820 4.287
H 6.440 3.804 2.932
H 8.330 1.427 4.406
H 6.607 1.006 4.752
H 7.113 1.726 3.232
H 5.846 5.886 8.083
H 4.923 4.505 7.532
H 5.462 5.580 6.279
H 5.125 2.303 6.249
C 1.853 -1.266 6.893
C 3.187 -1.289 6.155
C 4.367 -1.013 7.089
O 3.221 -2.553 5.533
H 1.011 -1.783 6.432
H 1.421 -0.272 7.010
H 1.857 -1.922 7.763
H 3.049 -0.618 5.308
H 5.239 -1.268 6.487
H 4.344 -1.531 8.048
H 4.413 0.025 7.420
H 3.567 -3.264 6.077
C -4.831 4.237 0.184
C -3.381 4.599 0.520
C -2.279 3.532 0.224
O -2.874 5.674 -0.148
H -4.775 4.093 -0.895
H -5.575 5.023 0.316
H -5.073 3.388 0.823
H -3.387 4.736 1.602
H -1.322 3.980 0.492
H -2.237 3.317 -0.843
H -2.375 2.647 0.853
H -3.293 6.488 0.140
C -5.058 -4.236 -3.522
C -5.189 -5.752 -3.273
C -4.170 -6.245 -2.200
O -6.545 -5.966 -3.019
H -5.711 -3.867 -4.313
H -4.095 -4.039 -3.994
H -5.197 -3.587 -2.658
H -4.984 -6.225 -4.233
H -3.169 -6.373 -2.613
H -4.334 -7.279 -1.894
H -4.130 -5.661 -1.281
H -7.107 -6.109 -3.784

***

no.,LUMO (Eh)
1,0.0600
2,0.1424